[1]
Computed, not measured: a structure of composition C36H44ClIrN4, with the ωB97M-V functional and the def2-TZVPD basis.

## Properties
* orbital gap: 6.060 eV
* HOMO: -6.7 eV
* relative energy (zero: lowest compared OMol25 entry of this formula, charge and spin): 0.000 eV
* energy: -59372.2831 eV

```
86
Properties=species:S:1:pos:R:3:mulliken_charge:R:1
Ir 0.11 -0.03 -0.03 1.325
Cl -1.55 1.46 0.18 -0.410
N -1.05 -1.56 0.64 -0.762
N 1.41 1.37 -0.72 -0.744
N -0.42 -0.47 -1.94 -0.735
N 0.76 0.30 1.87 -0.704
C -0.68 -0.38 -4.22 1.036
C 2.68 2.18 4.46 -1.273
C -0.58 -0.38 6.15 -1.324
C -2.44 -2.22 -4.55 -1.273
C -1.26 1.39 -5.92 -1.122
C 1.64 1.27 2.26 -0.022
C -1.53 -1.34 -3.76 0.919
C 4.15 2.62 -4.04 -1.128
C -1.89 -2.33 -0.10 -0.164
C 0.98 0.27 4.17 0.961
C 3.05 3.44 -3.36 -1.281
C 0.93 1.19 -3.10 -0.613
C -0.49 0.09 -5.63 -1.242
C -2.16 -3.02 2.02 1.001
C 3.22 5.40 0.07 -1.068
C 3.92 4.11 -0.36 -1.224
C -0.57 -1.37 3.03 -0.783
C -1.36 -1.39 -2.32 -0.069
C -2.61 -3.69 3.28 -1.170
C -1.79 -3.57 -4.89 -1.068
C 1.80 1.24 3.69 0.679
C 2.56 2.81 -2.10 0.988
C -1.21 -1.94 1.94 0.173
C -2.59 -3.25 0.75 0.999
C 2.21 2.17 0.03 -0.012
C -2.88 -5.60 -0.11 -1.098
C -3.57 -4.29 0.30 -1.259
C 0.83 -0.10 5.62 -0.674
C 2.31 2.13 1.41 -0.623
C 0.00 0.17 -3.06 0.076
C 2.96 3.07 -0.83 0.932
C -2.03 -2.24 -1.47 -0.597
C 2.03 3.56 4.66 -1.032
C 0.33 -0.32 3.01 0.040
C 1.58 1.74 -2.02 -0.115
C -3.70 -2.89 4.00 -1.125
H -3.36 -2.39 -4.00 0.457
H 4.63 4.33 -1.16 0.420
H -4.58 -2.77 3.36 0.334
H -0.83 -0.69 -6.31 0.427
H -2.33 1.23 -5.79 0.313
H -0.60 -0.25 7.23 0.448
H -2.75 -2.91 -1.93 0.232
H -4.29 -4.49 1.10 0.390
H 3.78 1.62 -4.30 0.280
H -3.61 -6.35 -0.43 0.388
H -2.72 -1.71 -5.47 0.427
H -1.76 -3.83 3.95 0.441
H -0.96 2.18 -5.24 0.288
H -2.18 -5.43 -0.93 0.252
H 2.70 4.24 5.19 0.365
H 1.23 0.74 6.20 0.382
H -2.32 -6.01 0.73 0.314
H 1.77 4.01 3.70 0.265
H 2.65 5.82 -0.75 0.315
H 4.50 3.10 -4.95 0.382
H 2.22 3.58 -4.05 0.447
H -0.82 -1.80 3.98 0.118
H 3.94 6.15 0.41 0.378
H 5.00 2.49 -3.37 0.320
H 3.63 2.29 3.94 0.433
H 1.11 3.47 5.23 0.311
H 0.57 0.24 -5.83 0.438
H 1.17 1.60 -4.07 0.354
H -3.35 -1.89 4.26 0.282
H -0.91 -1.40 5.95 0.267
H 2.91 1.75 5.43 0.493
H -2.99 -4.69 3.04 0.411
H 2.52 5.21 0.89 0.240
H 4.51 3.72 0.47 0.447
H 1.48 -0.95 5.85 0.315
H -4.02 -3.39 4.92 0.368
H -1.31 0.31 5.72 0.377
H 2.98 2.84 1.87 0.266
H -2.46 -4.19 -5.49 0.383
H -1.53 -4.12 -3.98 0.241
H -0.86 -3.42 -5.46 0.309
H 3.43 4.44 -3.14 0.414
H -4.15 -3.91 -0.54 0.481
H -1.08 1.72 -6.94 0.370
```

=====

[2]
Computed, not measured: a structure of composition C36H44KN15OS in a non-equilibrium geometry, with the ωB97M-V functional and the def2-TZVPD basis.

## Properties
* orbital gap: 6.185 eV
* HOMO: -6.7 eV
* relative energy (zero: lowest compared OMol25 entry of this formula, charge and spin): 2.810 eV
* energy: -89604.3864 eV

```
98
Properties=species:S:1:pos:R:3:mulliken_charge:R:1
K 0.70 -2.05 -0.57 0.865
S 2.23 -4.04 1.24 -0.437
O -0.96 4.75 0.55 -0.082
N -1.93 5.86 2.16 -0.504
N 0.58 -5.74 2.44 -0.268
N 2.08 -2.27 -2.74 -0.044
N 0.93 2.33 -4.02 -1.136
N -2.75 5.91 1.01 -0.607
N 2.10 -0.44 1.20 0.106
N 3.10 0.34 3.08 -1.073
N -0.71 -2.22 -3.00 0.206
N -0.29 2.05 -3.50 1.450
N 2.98 1.32 2.14 1.003
N -0.47 -2.47 1.61 0.511
N -0.27 -3.63 2.30 -0.891
N 0.51 -4.36 -1.66 -0.011
N 1.11 1.08 -2.13 -0.015
N -1.60 -0.43 0.24 -0.426
C 2.30 3.54 2.96 1.201
C 2.54 -0.69 2.48 -0.499
C -0.79 -1.43 2.29 0.088
C -0.81 -1.45 3.79 -1.410
C 1.28 4.01 2.13 0.385
C 0.21 5.07 4.02 -1.111
C -4.36 4.73 -2.86 -0.700
C 0.24 4.75 2.67 0.120
C -1.11 1.06 2.03 -0.734
C -1.51 2.14 1.27 -0.959
C -0.16 1.32 -2.37 -0.250
C -0.34 -6.08 3.52 -0.453
C 1.73 1.72 -3.17 -0.541
C 1.51 -2.02 -4.07 -1.235
C -3.89 5.21 -1.65 -0.997
C 2.41 0.83 1.02 -0.517
C -1.81 4.05 -2.04 -0.235
C 1.66 -4.71 -2.49 -0.705
C 0.08 -1.47 -3.97 1.044
C 1.23 4.61 4.84 -0.827
C -2.15 5.24 0.10 0.607
C -0.81 -4.57 -2.23 -0.980
C -1.17 -0.23 1.50 0.706
C -1.08 -3.59 -3.38 -0.918
C 0.71 -4.44 2.00 0.424
C -0.89 5.17 1.83 0.485
C 3.42 2.68 2.42 -1.608
C -2.01 0.62 -0.48 -0.498
C -1.49 2.59 -4.12 -1.341
C 2.70 -3.58 -2.51 -0.955
C -3.58 3.89 -3.64 -1.059
C 0.20 -5.71 4.90 -0.933
C -2.61 4.86 -1.24 0.367
C 2.26 3.84 4.31 -0.765
C -2.30 3.54 -3.24 1.090
C -1.99 1.93 -0.02 -0.916
H 3.86 3.09 1.52 0.411
H 2.16 -5.61 -2.14 0.406
H -0.50 -3.88 -4.25 0.322
H 2.22 1.41 0.12 0.403
H -1.27 -5.56 3.34 0.256
H 3.48 -3.82 -3.25 0.359
H -0.54 -7.15 3.47 0.389
H -0.98 -5.59 -2.61 0.388
H -1.15 3.10 -5.01 0.405
H 2.46 -1.67 2.94 0.466
H 1.48 -6.20 2.46 0.234
H -1.69 -2.00 4.14 0.354
H -0.72 1.22 3.03 0.291
H 2.12 -1.33 -4.66 0.534
H -2.13 -3.66 -3.67 0.456
H -2.13 1.77 -4.43 0.443
H -0.52 -5.98 5.69 0.339
H 1.33 -4.92 -3.51 0.312
H 2.70 -1.52 -2.46 0.278
H 4.20 2.60 3.18 0.429
H -0.36 -1.45 -4.98 0.284
H -4.50 5.84 -1.01 0.537
H 1.14 -6.24 5.10 0.291
H 1.50 -2.96 -4.62 0.420
H -1.51 -1.69 -2.68 0.176
H -2.37 0.40 -1.49 0.990
H 3.05 3.47 4.96 0.405
H -1.46 3.14 1.68 1.016
H -0.82 -0.45 4.23 0.339
H 0.06 -2.00 4.16 0.243
H -2.36 2.75 -0.64 0.749
H 0.39 -4.64 4.95 0.176
H -0.61 5.65 4.42 0.546
H 2.81 1.73 -3.30 0.475
H 0.13 -0.43 -3.63 -1.048
H 3.18 -3.55 -1.53 0.329
H -0.81 3.81 -1.71 0.857
H -5.36 5.00 -3.20 0.397
H -1.55 -4.39 -1.44 0.393
H -1.00 1.00 -1.77 -0.514
H -3.99 3.49 -4.57 0.478
H 0.59 -4.78 -0.75 0.161
H 1.28 3.76 1.07 0.390
H 1.21 4.84 5.90 0.412
```

=====

[3]
Computed, not measured: a structure of composition C36H45BN6O4PPdS in a non-equilibrium geometry, with the ωB97M-V functional and the def2-TZVPD basis.

## Properties
* orbital gap: 7.026 eV
* HOMO: -4.4 eV
* relative energy (zero: lowest compared OMol25 entry of this formula, charge and spin): 0.578 eV
* net charge: -1
* energy: -79478.1606 eV

```
95
Properties=species:S:1:pos:R:3:mulliken_charge:R:1
Pd -0.17 0.84 0.24 1.092
S 0.67 1.25 3.23 0.959
P -0.91 -2.02 -0.74 -0.081
O -0.74 0.99 3.05 -0.787
O 1.35 0.44 4.23 -0.763
O -1.58 2.46 -1.92 -0.491
O -1.51 3.52 0.11 -0.178
N -1.46 -3.02 -2.02 -0.007
N 2.35 1.79 -0.71 0.108
N 0.58 -2.75 -0.38 0.738
N -1.99 -2.48 0.46 0.840
N -0.82 -0.54 -1.12 -0.939
N 1.36 1.24 1.79 0.851
C -2.04 4.36 -0.82 0.718
C -2.26 -3.87 0.82 -0.618
C -1.29 -3.53 -4.42 -1.055
C 3.22 -3.90 -0.77 -0.874
C -3.01 5.66 -3.03 -0.520
C 4.95 2.09 2.49 -0.863
C 0.90 5.54 4.69 -0.401
C 0.66 5.28 3.34 -0.713
C -2.89 -2.82 -2.36 -0.653
C 5.46 2.24 1.24 -0.897
C -3.60 -3.97 1.54 -1.126
C 0.81 -4.15 -0.07 -0.703
C -2.08 3.72 -2.05 0.628
C 3.59 1.78 2.71 -0.616
C -2.65 -1.97 2.77 -0.834
C 2.79 1.94 -1.93 -0.324
C -0.58 -2.95 -3.21 -0.199
C 1.02 3.18 5.14 -0.675
C 3.21 1.84 0.32 0.321
C -2.61 -1.48 1.33 0.217
C 0.78 2.93 3.80 0.217
C -3.54 -3.23 2.89 -0.616
C -2.97 6.30 -1.80 -0.492
C -2.56 4.34 -3.18 -0.916
C 4.59 2.11 0.13 0.865
C -3.06 -1.93 -3.59 -0.631
C -2.48 5.65 -0.66 -1.156
C 0.60 3.97 2.89 -0.169
C 1.95 -4.75 -0.90 -0.588
C 2.70 1.61 1.66 -0.408
C 2.92 -2.44 -1.09 -0.830
C 5.04 2.24 -1.20 -0.751
C 1.78 -1.93 -0.22 0.902
C 4.15 2.16 -2.23 -0.920
C -2.47 -2.62 -4.83 -0.607
C 1.07 4.50 5.59 -0.587
B -1.20 2.32 -0.57 -0.020
H 3.24 1.61 3.71 0.508
H 1.53 -0.91 -0.48 -1.038
H -1.66 -4.53 -4.17 0.331
H 5.60 2.20 3.35 0.371
H -3.02 -1.17 3.41 0.467
H -3.85 -5.02 1.69 0.427
H -3.36 -3.80 -2.55 0.328
H -3.64 -1.26 0.99 0.171
H 6.09 2.42 -1.39 0.392
H 4.47 2.25 -3.26 0.393
H -4.38 -3.54 0.90 0.293
H -2.57 3.84 -4.14 0.474
H -1.63 -2.18 3.09 0.221
H -0.10 -4.72 -0.24 0.273
H -3.24 -3.22 -5.33 0.297
H 0.40 3.74 1.85 0.182
H 3.59 -3.97 0.26 0.301
H -3.39 6.19 -3.90 0.365
H -2.44 6.15 0.30 0.492
H 2.64 -2.33 -2.14 0.325
H -2.53 -0.99 -3.37 0.131
H 0.94 6.57 5.03 0.371
H -2.07 -0.55 1.26 -0.366
H 2.13 -5.77 -0.57 0.380
H 0.53 6.09 2.64 0.423
H 6.51 2.44 1.08 0.371
H -3.13 -3.90 3.65 0.309
H 1.65 -4.79 -1.95 0.235
H 4.00 -4.30 -1.43 0.406
H 2.04 1.90 -2.71 0.469
H 1.26 4.71 6.63 0.370
H -3.33 7.32 -1.72 0.367
H -0.59 -3.64 -5.25 0.399
H 1.08 -4.25 0.99 0.409
H -0.29 -1.91 -3.42 0.322
H -2.13 -1.87 -5.55 0.353
H 3.81 -1.82 -0.92 0.375
H 2.11 -1.95 0.83 0.247
H -1.49 -4.28 1.49 0.168
H -4.55 -2.96 3.21 0.341
H -2.26 -4.48 -0.09 0.697
H -3.39 -2.38 -1.50 0.395
H -4.11 -1.68 -3.74 0.437
H 0.33 -3.50 -3.01 -0.092
H 1.17 2.35 5.82 0.462
```